--- i ---
Here is a cluster of 2 separate species, C4H10S in total from OMol25. Energies are from ωB97M-V/def2-TZVPD.

Positions of all 15 atoms, in Å:
C1 -0.06543 1.67895 -2.35857
S1 0.42906 3.33622 -1.52108
H1 0.87536 1.34362 -2.85593
H2 -0.76754 2.14646 -3.13581
H3 -0.65290 0.97486 -1.72579
H4 -0.77405 3.58015 -1.10741
C2 -0.79191 -1.63008 2.13808
C3 0.14398 -0.90936 1.16755
C4 1.41838 -1.35908 0.88200
H5 -0.78858 -2.63931 1.83648
H6 -1.81791 -1.17059 1.93188
H7 -0.36870 -1.46752 3.22766
H8 -0.35993 -0.20274 0.44018
H9 1.87676 -1.30414 -0.13550
H10 1.64343 -2.37745 1.21627

Results
* structure (SMILES): C=CC.CS
* multiplicity: 1
* gap between HOMO and LUMO: 9.890 eV



--- ii ---
Here is a structure of composition C4H10S from OMol25. Energies are from ωB97M-V/def2-TZVPD.

Positions of all 15 atoms, in Å:
C1 -1.42715 -0.70814 0.05435
C2 0.04824 -0.08544 0.32501
C3 -0.50691 1.30990 -0.09042
C4 1.16443 -0.59031 -0.38124
H1 -1.73416 -0.16985 -0.93268
H2 -1.51080 -1.80710 -0.03101
H3 -1.93610 -0.40728 1.28124
H4 -0.00673 -0.34975 1.35079
H5 -0.14176 2.42064 1.16342
H6 0.52507 1.26471 -1.44788
H7 -2.19174 1.19768 -0.74911
H8 0.70021 -0.12864 -1.42282
H9 1.46502 -1.71949 -0.38774
H10 2.87044 -0.34905 1.25244
S1 2.68194 0.12210 0.01566

Results
* multiplicity: 1
* gap between HOMO and LUMO: 8.565 eV



Most stable structure, least stable structure: i, ii.



--- i ---
Here is a cluster of 2 separate species, C6H17N3 in total from OMol25. Energies are from ωB97M-V/def2-TZVPD.

Positions of all 26 atoms, in Å:
C1 1.61671 -0.74645 -0.46589
C2 1.18811 -2.17359 -0.42235
C3 1.82431 2.26126 1.31156
C4 -4.20568 -0.74647 -0.11470
C5 1.27977 1.68725 -0.02677
C6 -3.05017 -0.18066 -0.57630
N1 2.69740 -0.44027 -1.19075
N2 0.97803 0.19820 0.16904
N3 -0.14409 -0.13685 0.96400
H1 1.82685 -2.98174 -0.12063
H2 0.25028 -2.07158 0.18084
H3 0.86987 -2.42926 -1.41097
H4 2.16438 3.34703 1.31047
H5 0.91776 2.23565 2.00267
H6 2.60123 1.67578 1.86184
H7 -4.67779 -0.46764 0.78962
H8 -4.84312 -0.97442 -0.96792
H9 -3.93608 -1.80287 -0.18495
H10 1.86182 1.90257 -0.94345
H11 0.33493 2.11843 -0.22169
H12 -2.54547 0.68469 -0.14368
H13 -2.59281 -0.47344 -1.54701
H14 2.87528 -1.21507 -1.87781
H15 2.96813 0.42824 -1.44167
H16 0.33197 -0.43319 1.87890
H17 -0.59160 0.73442 1.18758

Results
* total charge: +2
* multiplicity: 1
* gap between HOMO and LUMO: 7.045 eV



--- ii ---
Here is the ion C6H17N3 with charge +2 from OMol25. Energies are from ωB97M-V/def2-TZVPD.

Positions of all 26 atoms, in Å:
C1 1.21111 -0.39245 0.09105
C2 -0.82606 -1.68338 -1.11693
C3 2.06771 -1.31271 2.27036
C4 -0.48291 2.03805 -0.14320
C5 -2.39011 0.88030 -0.77798
C6 -0.20479 -0.27864 -0.84078
N1 2.21086 0.22260 -0.46561
N2 1.08242 -0.99723 1.24891
N3 -1.01689 0.72722 -0.09584
H1 -1.56680 -1.53026 -1.86924
H2 -0.10901 -2.26460 -1.50088
H3 -1.24838 -2.22529 -0.22565
H4 3.13167 -1.24791 1.87556
H5 1.99670 -2.22660 2.84805
H6 2.03366 -0.39253 2.95505
H7 -1.23524 2.76780 0.16510
H8 0.45457 2.15418 0.53755
H9 -0.27311 2.37088 -1.17101
H10 -2.85418 -0.07329 -0.78961
H11 -2.93818 1.55197 -0.25070
H12 -2.20631 1.13099 -1.73660
H13 0.03660 0.22038 -1.85069
H14 2.20325 0.60615 -1.45787
H15 3.24102 0.17721 -0.02285
H16 0.18347 -1.57276 1.53182
H17 -1.11586 0.44836 0.86670

Results
* total charge: +2
* structure (SMILES): C/[NH+]=C(\N)[C@@H](C)[NH+](C)C
* multiplicity: 1
* gap between HOMO and LUMO: 11.871 eV



Most stable structure, least stable structure: ii, i.



--- i ---
Here is the ion C4H9N2 with charge +1 from OMol25. Energies are from ωB97M-V/def2-TZVPD.

Positions of all 15 atoms, in Å:
C1 -0.48791 0.55737 1.04813
C2 0.77340 0.62874 0.31270
C3 0.53940 -0.68239 -0.39732
C4 0.39692 -0.58004 -1.86805
N1 -0.63544 -0.95936 0.36033
N2 -1.17947 0.97980 2.03960
H1 0.84615 1.50659 -0.36747
H2 1.53058 0.69812 1.09861
H3 1.19587 -1.57394 -0.23301
H4 0.11079 0.33123 -2.46473
H5 -0.25255 -1.31917 -2.34894
H6 1.44203 -0.79305 -2.29979
H7 -1.47809 -0.93311 -0.09267
H8 -0.81426 1.72099 2.72257
H9 -1.98742 0.41821 2.49004

Results
* total charge: +1
* structure (SMILES): C[C@H]1CC(=[NH2+])N1
* multiplicity: 1
* gap between HOMO and LUMO: 10.113 eV



--- ii ---
Here is the ion C4H9N2 with charge +1 from OMol25. Energies are from ωB97M-V/def2-TZVPD.

Positions of all 15 atoms, in Å:
C1 -0.84818 -0.49418 0.21126
C2 -1.74120 0.65504 0.20924
C3 0.94556 1.40427 -0.14440
C4 0.50829 -0.03220 -0.25056
N1 0.68127 0.92498 -1.28624
N2 1.58305 -1.12598 -0.17683
H1 -0.58441 -1.02781 1.21246
H2 -1.26769 -1.30057 -0.37146
H3 -2.03020 0.99922 -0.75294
H4 -1.07517 1.40879 0.67389
H5 -2.59194 0.59025 0.77295
H6 0.97127 2.28883 0.43172
H7 1.44984 -1.59806 0.77381
H8 2.48981 -0.77851 -0.40877
H9 1.50971 -1.91407 -0.89415

Results
* total charge: +1
* structure (SMILES): CC[C@]1([NH3+])C=N1
* multiplicity: 1
* gap between HOMO and LUMO: 10.900 eV



Most stable structure, least stable structure: i, ii.



--- i ---
Here is a structure of composition C4H9N2 from OMol25. Energies are from ωB97M-V/def2-TZVPD.

Positions of all 15 atoms, in Å:
C1 -0.33469 1.53093 -0.33120
C2 0.82395 0.08162 0.29786
C3 1.32242 -1.18337 -0.35471
C4 -1.90854 -0.36024 0.39552
N1 -0.63641 0.37771 0.23434
N2 0.98069 1.39652 -0.52014
H1 -0.93931 2.42024 -0.44868
H2 1.43497 0.20886 1.23037
H3 1.66806 -1.87568 0.43285
H4 2.12031 -1.15598 -1.12980
H5 0.47670 -1.85779 -0.77285
H6 -1.66779 -1.46183 0.61711
H7 -2.35474 -0.07471 1.41120
H8 -2.51445 -0.32400 -0.50393
H9 1.52883 2.27772 -0.55794

Results
* total charge: +1
* multiplicity: 1
* gap between HOMO and LUMO: 11.447 eV



--- ii ---
Here is the ion C4H9N2 with charge +1 from OMol25. Energies are from ωB97M-V/def2-TZVPD.

Positions of all 15 atoms, in Å:
C1 -0.17613 -0.97337 -0.20273
C2 -1.67445 -0.47898 -0.32805
C3 -0.34934 1.27422 0.37569
C4 0.54353 0.28749 0.12558
N1 -1.70948 0.83549 0.33229
N2 1.96465 0.32833 -0.06046
H1 -0.14613 -1.69727 0.49694
H2 0.07835 -1.28936 -1.26161
H3 -1.99909 -0.34957 -1.42068
H4 -2.12209 -1.23053 0.31127
H5 -0.01316 2.35530 0.52390
H6 -2.38331 1.60667 0.26030
H7 2.49426 0.81210 0.83409
H8 2.34897 0.92826 -0.82547
H9 2.26434 -0.67186 -0.12608

Results
* total charge: +1
* structure (SMILES): [NH3+]C1=CNCC1
* multiplicity: 1
* gap between HOMO and LUMO: 8.496 eV



Most stable structure, least stable structure: i, ii.



--- i ---
Here is an isolated molecule of C3H2F2O2 from OMol25. Energies are from ωB97M-V/def2-TZVPD.

Positions of all 9 atoms, in Å:
C1 0.65429 0.79454 -0.68002
C2 -0.05935 0.52644 0.66681
C3 -0.18973 -1.04870 -0.20166
O1 1.22802 1.69615 -1.12529
O2 0.37105 -0.36568 -1.27396
F1 0.57195 0.68676 1.84409
F2 -1.52785 -1.27441 -0.39940
H1 -1.16936 0.93341 0.90316
H2 0.12097 -1.94850 0.26627

Results
* structure (SMILES): O=C1O[C@H](F)[C@H]1F
* multiplicity: 1
* gap between HOMO and LUMO: 11.579 eV



--- ii ---
Here is a cluster of 2 separate species, C3H2F2O2 in total from OMol25. Energies are from ωB97M-V/def2-TZVPD.

Positions of all 9 atoms, in Å:
C1 3.05438 -0.28081 0.22909
C2 -0.97448 -0.27201 -0.20679
C3 -2.10246 0.40369 -0.07186
O1 2.95817 0.01618 -0.88396
O2 2.95800 -0.65041 1.32991
F1 -0.77035 -1.49823 0.26292
F2 -2.01658 1.69274 -0.53851
H1 -0.16317 0.29532 -0.61841
H2 -2.94351 0.29354 0.49761

Results
* structure (SMILES): F/C=C/F.O=C=O
* multiplicity: 1
* gap between HOMO and LUMO: 10.422 eV



Most stable structure, least stable structure: ii, i.



--- i ---
Here is an isolated molecule of C8H8N2O2S from OMol25. Energies are from ωB97M-V/def2-TZVPD.

Positions of all 21 atoms, in Å:
C1 -2.76126 -0.35128 0.43681
C2 -3.28037 0.83629 0.00821
C3 -1.42269 -0.60757 0.42776
C4 -2.33696 1.83317 -0.41403
C5 -0.47529 0.33831 -0.02105
C6 -1.03027 1.50213 -0.54417
C7 0.93431 0.08788 0.12183
C8 3.26928 -0.08451 -0.19671
N1 2.15215 1.54781 -1.34819
N2 1.98063 0.56354 -0.55953
O1 -0.54792 2.88520 -2.67862
O2 0.11647 3.78453 -0.47514
S1 -0.01133 2.70168 -1.38538
H1 -3.32070 -1.19000 0.67457
H2 -4.31838 1.10548 0.14155
H3 -0.98617 -1.46481 0.86357
H4 -2.49212 2.79715 -0.78078
H5 1.10353 -0.73002 0.77171
H6 2.97044 -0.67359 0.68010
H7 3.96874 0.70064 0.07393
H8 3.68968 -0.61880 -1.06928

Results
* multiplicity: 1
* gap between HOMO and LUMO (alpha / beta): 6.990 / 6.988 eV



--- ii ---
Here is an isolated molecule of C8H8N2O2S from OMol25. Energies are from ωB97M-V/def2-TZVPD.

Positions of all 21 atoms, in Å:
C1 2.92633 0.00951 1.14109
C2 2.29736 -1.08737 1.77110
C3 2.15079 0.75726 0.28734
C4 1.04539 -1.61559 1.36336
C5 0.88198 0.34168 -0.06127
C6 0.38342 -0.83767 0.47858
C7 0.15221 1.05893 -0.95557
C8 -2.90324 0.81174 -1.06321
N1 0.02189 1.94533 -1.74295
N2 -1.80169 0.49167 -0.12953
O1 -1.33620 -1.80913 -1.22596
O2 -2.13073 -1.74789 1.07804
S1 -1.38280 -1.07274 0.02455
H1 3.87424 0.31462 1.56295
H2 2.89288 -1.70600 2.42555
H3 2.57198 1.55416 -0.23401
H4 0.48405 -2.37461 1.76620
H5 -2.73092 0.49974 -2.12675
H6 -3.83068 0.24025 -0.80575
H7 -2.82174 1.94544 -1.25208
H8 -0.74451 2.28065 -2.30167

Results
* multiplicity: 1
* gap between HOMO and LUMO: 7.861 eV



Most stable structure, least stable structure: ii, i.